The following is a DFT calculation (ωB97M-V/def2-TZVPD) of 10 unconnected molecules or ions with the total composition C81H112N10O13.

structure (SMILES): O=C1c2ccccc2C(=O)c2ccccc21.O=C1c2ccccc2C(=O)c2ccccc21.O=C1c2ccccc2C(=O)c2ccccc21.CC1(C)CCCC(C)(C)N1O.CC1(C)CCCC(C)(C)N1O.CC1(C)CCCC(C)(C)N1O.CC1(C)CCCC(C)(C)N1O.NC(N)=O.NC(N)=O.NC(N)=O
relative energy (zero: lowest compared OMol25 entry of this formula, charge and spin): 0.000 eV
F_max: 6.9 eV/Å
charge: 0

Each atom is followed by the atoms it is bonded to, with distances in Å.
Atoms and positions in Å:
1 O 20.755 -6.048 -36.326  C2 1.263
2 C 19.807 -5.829 -35.522  O1 1.263, C3 1.478, C16 1.541
3 C 18.668 -4.906 -35.713  C2 1.478, C4 1.406, C8 1.424
4 C 18.637 -4.098 -36.864  C3 1.406, C5 1.376, H17 1.080
5 C 17.787 -3.019 -36.940  C4 1.376, C6 1.372, H18 1.080
6 C 16.818 -2.885 -35.978  C5 1.372, C7 1.341, H19 1.080
7 C 16.694 -3.741 -34.953  C6 1.341, C8 1.392, H20 1.080
8 C 17.642 -4.737 -34.741  C3 1.424, C7 1.392, C9 1.438
9 C 17.423 -5.675 -33.674  C8 1.438, O10 1.262, C11 1.513
10 O 16.489 -5.592 -32.830  C9 1.262
11 C 18.550 -6.642 -33.382  C9 1.513, C12 1.359, C16 1.465
12 C 18.643 -7.320 -32.209  C11 1.359, C13 1.430, H21 1.080
13 C 19.648 -8.324 -32.038  C12 1.430, C14 1.377, H22 1.080
14 C 20.574 -8.573 -33.027  C13 1.377, C15 1.416, H23 1.080
15 C 20.571 -7.821 -34.227  C14 1.416, C16 1.380, H24 1.080
16 C 19.672 -6.779 -34.315  C2 1.541, C11 1.465, C15 1.380
17 H 19.374 -4.211 -37.645  C4 1.080
18 H 17.759 -2.362 -37.797  C5 1.080
19 H 16.100 -2.146 -36.302  C6 1.080
20 H 15.852 -3.602 -34.291  C7 1.080
21 H 18.051 -7.227 -31.311  C12 1.080
22 H 19.797 -8.845 -31.104  C13 1.080
23 H 21.335 -9.315 -32.838  C14 1.080
24 H 21.469 -7.927 -34.818  C15 1.080
25 O 25.510 1.310 -41.654  C26 1.249
26 C 26.088 0.264 -41.288  O25 1.249, C27 1.485, C40 1.513
27 C 25.723 -1.095 -41.760  C26 1.485, C28 1.409, C32 1.473
28 C 24.575 -1.234 -42.565  C27 1.409, C29 1.349, H41 1.080
29 C 24.187 -2.420 -43.077  C28 1.349, C30 1.383, H42 1.080
30 C 24.958 -3.554 -42.892  C29 1.383, C31 1.394, H43 1.080
31 C 26.090 -3.504 -42.081  C30 1.394, C32 1.386, H44 1.080
32 C 26.491 -2.321 -41.479  C27 1.473, C31 1.386, C33 1.481
33 C 27.765 -2.205 -40.735  C32 1.481, O34 1.214, C35 1.532
34 O 28.465 -3.125 -40.363  C33 1.214
35 C 28.214 -0.803 -40.311  C33 1.532, C36 1.400, C40 1.429
36 C 29.319 -0.663 -39.463  C35 1.400, C37 1.405, H45 1.080
37 C 29.722 0.592 -38.978  C36 1.405, C38 1.377, H46 1.080
38 C 28.943 1.720 -39.099  C37 1.377, C39 1.450, H47 1.080
39 C 27.724 1.583 -39.873  C38 1.450, C40 1.438, H48 1.080
40 C 27.337 0.318 -40.436  C26 1.513, C35 1.429, C39 1.438
41 H 24.036 -0.355 -42.886  C28 1.080
42 H 23.251 -2.517 -43.607  C29 1.080
43 H 24.558 -4.518 -43.170  C30 1.080
44 H 26.774 -4.282 -41.776  C31 1.080
45 H 29.995 -1.500 -39.366  C36 1.080
46 H 30.600 0.737 -38.365  C37 1.080
47 H 29.221 2.670 -38.667  C38 1.080
48 H 27.014 2.398 -39.871  C39 1.080
49 O 20.654 5.381 -37.063  C50 1.199
50 C 20.714 4.186 -37.142  O49 1.199, C51 1.529, C64 1.506
51 C 22.095 3.585 -37.408  C50 1.529, C52 1.351, C56 1.429
52 C 23.188 4.354 -37.601  C51 1.351, C53 1.402, H65 1.080
53 C 24.469 3.797 -37.722  C52 1.402, C54 1.367, H66 1.080
54 C 24.679 2.449 -37.650  C53 1.367, C55 1.419, H67 1.080
55 C 23.558 1.593 -37.494  C54 1.419, C56 1.412, H68 1.080
56 C 22.271 2.167 -37.397  C51 1.429, C55 1.412, C57 1.572
57 C 21.013 1.247 -37.199  C56 1.572, O58 1.222, C59 1.487
58 O 21.217 0.047 -37.094  C57 1.222
59 C 19.671 1.886 -37.254  C57 1.487, C60 1.374, C64 1.417
60 C 18.585 1.049 -37.162  C59 1.374, C61 1.390, H69 1.080
61 C 17.308 1.589 -37.067  C60 1.390, C62 1.356, H70 1.080
62 C 17.143 2.935 -37.050  C61 1.356, C63 1.394, H71 1.080
63 C 18.204 3.837 -37.113  C62 1.394, C64 1.413, H72 1.080
64 C 19.504 3.293 -37.219  C50 1.506, C59 1.417, C63 1.413
65 H 23.099 5.424 -37.722  C52 1.080
66 H 25.294 4.482 -37.849  C53 1.080
67 H 25.668 2.020 -37.721  C54 1.080
68 H 23.717 0.527 -37.549  C55 1.080
69 H 18.665 -0.017 -37.006  C60 1.080
70 H 16.515 0.954 -36.700  C61 1.080
71 H 16.260 3.514 -36.819  C62 1.080
72 H 18.018 4.900 -37.068  C63 1.080
73 C 19.822 0.738 -33.192  C74 1.524, H84 1.090, H85 1.090, H86 1.090
74 C 21.033 1.246 -32.418  C73 1.524, C75 1.522, C76 1.550, N82 1.538
75 C 20.612 1.645 -31.012  C74 1.522, H87 1.090, H88 1.090, H89 1.090
76 C 22.011 0.055 -32.250  C74 1.550, C77 1.583, H90 1.090, H91 1.090
77 C 23.544 0.285 -31.930  C76 1.583, C78 1.527, H92 1.090, H93 1.090
78 C 24.153 1.251 -32.944  C77 1.527, C79 1.606, H94 1.090, H95 1.090
79 C 23.356 2.643 -33.027  C78 1.606, C80 1.551, C81 1.487, N82 1.539
80 C 23.616 3.482 -31.748  C79 1.551, H96 1.090, H97 1.090, H98 1.090
81 C 23.710 3.365 -34.278  C79 1.487, H99 1.090, H100 1.090, H101 1.090
82 N 21.841 2.376 -33.077  C74 1.538, C79 1.539, O83 1.423
83 O 20.986 3.492 -33.300  N82 1.423, H102 0.960
84 H 19.072 1.516 -33.332  C73 1.090
85 H 20.057 0.320 -34.171  C73 1.090
86 H 19.293 -0.054 -32.661  C73 1.090
87 H 19.768 2.334 -31.051  C75 1.090
88 H 20.206 0.713 -30.621  C75 1.090
89 H 21.393 2.146 -30.438  C75 1.090
90 H 21.665 -0.558 -31.418  C76 1.090
91 H 21.998 -0.498 -33.189  C76 1.090
92 H 23.661 0.601 -30.893  C77 1.090
93 H 23.975 -0.714 -31.867  C77 1.090
94 H 24.079 0.647 -33.849  C78 1.090
95 H 25.192 1.400 -32.652  C78 1.090
96 H 23.400 4.545 -31.849  C80 1.090
97 H 24.638 3.423 -31.375  C80 1.090
98 H 23.165 3.102 -30.831  C80 1.090
99 H 24.038 2.536 -34.905  C81 1.090
100 H 24.554 4.027 -34.080  C81 1.090
101 H 22.982 3.909 -34.879  C81 1.090
102 H 20.675 3.591 -32.398  O83 0.960
103 C 31.771 3.411 -37.375  C104 1.603, H114 1.090, H115 1.090, H116 1.090
104 C 30.905 4.184 -36.271  C103 1.603, C105 1.546, C106 1.561, N112 1.507
105 C 31.775 4.884 -35.201  C104 1.546, H117 1.090, H118 1.090, H119 1.090
106 C 30.129 5.251 -37.105  C104 1.561, C107 1.519, H120 1.090, H121 1.090
107 C 28.839 5.702 -36.442  C106 1.519, C108 1.528, H122 1.090, H123 1.090
108 C 27.865 4.532 -36.302  C107 1.528, C109 1.564, H124 1.090, H125 1.090
109 C 28.566 3.460 -35.403  C108 1.564, C110 1.552, C111 1.541, N112 1.450
110 C 28.600 3.864 -33.905  C109 1.552, H126 1.090, H127 1.090, H128 1.090
111 C 27.716 2.193 -35.620  C109 1.541, H129 1.090, H130 1.090, H131 1.090
112 N 29.906 3.135 -35.852  C104 1.507, C109 1.450, O113 1.390
113 O 30.511 2.078 -35.184  N112 1.390, H132 0.960
114 H 31.241 3.241 -38.313  C103 1.090
115 H 32.790 3.673 -37.659  C103 1.090
116 H 32.037 2.432 -36.976  C103 1.090
117 H 32.151 4.123 -34.517  C105 1.090
118 H 32.610 5.345 -35.728  C105 1.090
119 H 31.215 5.655 -34.672  C105 1.090
120 H 30.816 6.003 -37.493  C106 1.090
121 H 29.730 4.771 -37.998  C106 1.090
122 H 29.054 6.174 -35.483  C107 1.090
123 H 28.390 6.468 -37.074  C107 1.090
124 H 27.472 4.130 -37.235  C108 1.090
125 H 27.053 4.941 -35.701  C108 1.090
126 H 29.369 3.348 -33.331  C110 1.090
127 H 27.716 3.504 -33.377  C110 1.090
128 H 28.705 4.946 -33.827  C110 1.090
129 H 27.846 1.721 -36.594  C111 1.090
130 H 26.700 2.572 -35.724  C111 1.090
131 H 27.806 1.377 -34.903  C111 1.090
132 H 30.325 1.333 -35.761  O113 0.960
133 C 25.990 -1.166 -36.938  C134 1.524, H144 1.090, H145 1.090, H146 1.090
134 C 26.436 -2.481 -36.311  C133 1.524, C135 1.538, C136 1.521, N142 1.493
135 C 27.810 -2.797 -36.925  C134 1.538, H147 1.090, H148 1.090, H149 1.090
136 C 26.732 -2.254 -34.836  C134 1.521, C137 1.535, H150 1.090, H151 1.090
137 C 25.489 -2.212 -33.937  C136 1.535, C138 1.512, H152 1.090, H153 1.090
138 C 24.648 -3.437 -34.217  C137 1.512, C139 1.507, H154 1.090, H155 1.090
139 C 24.343 -3.917 -35.612  C138 1.507, C140 1.546, C141 1.485, N142 1.458
140 C 23.997 -5.413 -35.797  C139 1.546, H156 1.090, H157 1.090, H158 1.090
141 C 23.137 -3.105 -35.913  C139 1.485, H159 1.090, H160 1.090, H161 1.090
142 N 25.475 -3.611 -36.480  C134 1.493, C139 1.458, O143 1.386
143 O 25.312 -3.973 -37.808  N142 1.386, H162 0.960
144 H 25.780 -1.507 -37.952  C133 1.090
145 H 25.063 -0.750 -36.544  C133 1.090
146 H 26.672 -0.316 -36.886  C133 1.090
147 H 27.817 -2.591 -37.996  C135 1.090
148 H 28.545 -2.154 -36.442  C135 1.090
149 H 28.031 -3.861 -36.838  C135 1.090
150 H 27.447 -3.022 -34.541  C136 1.090
151 H 27.151 -1.255 -34.718  C136 1.090
152 H 25.719 -2.322 -32.877  C137 1.090
153 H 24.877 -1.311 -33.880  C137 1.090
154 H 23.726 -3.334 -33.645  C138 1.090
155 H 24.934 -4.285 -33.594  C138 1.090
156 H 23.990 -5.836 -36.802  C140 1.090
157 H 23.035 -5.659 -35.348  C140 1.090
158 H 24.738 -6.105 -35.397  C140 1.090
159 H 22.222 -3.240 -35.335  C141 1.090
160 H 22.793 -3.445 -36.890  C141 1.090
161 H 23.369 -2.049 -36.047  C141 1.090
162 H 24.688 -3.332 -38.156  O143 0.960
163 C 26.484 -13.209 -31.549  C164 1.508, H174 1.090, H175 1.090, H176 1.090
164 C 26.040 -13.231 -32.989  C163 1.508, C165 1.692, C166 1.587, N172 1.486
165 C 26.828 -14.502 -33.780  C164 1.692, H177 1.090, H178 1.090, H179 1.090
166 C 24.503 -13.626 -33.002  C164 1.587, C167 1.516, H180 1.090, H181 1.090
167 C 23.624 -12.425 -32.708  C166 1.516, C168 1.525, H182 1.090, H183 1.090
168 C 23.938 -11.323 -33.715  C167 1.525, C169 1.600, H184 1.090, H185 1.090
169 C 25.448 -10.793 -33.750  C168 1.600, C170 1.557, C171 1.566, N172 1.460
170 C 25.514 -9.905 -35.028  C169 1.557, H186 1.090, H187 1.090, H188 1.090
171 C 25.575 -9.861 -32.497  C169 1.566, H189 1.090, H190 1.090, H191 1.090
172 N 26.311 -11.970 -33.726  C164 1.486, C169 1.460, O173 1.364
173 O 27.644 -11.684 -33.693  N172 1.364, H192 0.960
174 H 26.455 -14.196 -31.086  C163 1.090
175 H 27.572 -13.139 -31.546  C163 1.090
176 H 25.965 -12.564 -30.839  C163 1.090
177 H 26.708 -14.553 -34.862  C165 1.090
178 H 27.915 -14.474 -33.702  C165 1.090
179 H 26.608 -15.400 -33.204  C165 1.090
180 H 24.324 -14.163 -33.933  C166 1.090
181 H 24.280 -14.329 -32.200  C166 1.090
182 H 22.628 -12.856 -32.804  C167 1.090
183 H 23.776 -12.090 -31.682  C167 1.090
184 H 23.373 -10.511 -33.258  C168 1.090
185 H 23.670 -11.643 -34.722  C168 1.090
186 H 26.574 -9.650 -35.023  C170 1.090
187 H 24.942 -8.979 -35.072  C170 1.090
188 H 25.571 -10.364 -36.015  C170 1.090
189 H 24.775 -10.127 -31.806  C171 1.090
190 H 25.417 -8.830 -32.813  C171 1.090
191 H 26.517 -9.961 -31.958  C171 1.090
192 H 28.062 -12.385 -34.198  O173 0.960
193 N 28.922 -7.829 -34.705  C194 1.291, H197 1.010, H198 1.010
194 C 28.090 -6.864 -34.911  N193 1.291, N195 1.290, O196 1.214
195 N 27.440 -6.933 -36.024  C194 1.290, H199 1.010, H200 1.010
196 O 28.040 -5.888 -34.192  C194 1.214
197 H 29.291 -7.841 -33.765  N193 1.010
198 H 28.737 -8.593 -35.339  N193 1.010
199 H 26.768 -6.202 -36.211  N195 1.010
200 H 27.749 -7.479 -36.815  N195 1.010
201 N 27.018 -6.146 -31.577  C202 1.324, H205 1.010, H206 1.010
202 C 27.392 -5.020 -30.990  N201 1.324, N203 1.320, O204 1.251
203 N 28.020 -4.219 -31.829  C202 1.320, H207 1.010, H208 1.010
204 O 27.400 -4.847 -29.750  C202 1.251
205 H 26.741 -6.976 -31.073  N201 1.010
206 H 27.318 -6.287 -32.531  N201 1.010
207 H 28.209 -4.400 -32.805  N203 1.010
208 H 28.414 -3.402 -31.384  N203 1.010
209 N 25.413 -6.627 -39.021  C210 1.275, H213 1.010, H214 1.010
210 C 26.657 -6.786 -39.256  N209 1.275, N211 1.285, O212 1.188
211 N 27.299 -5.748 -38.853  C210 1.285, H215 1.010, H216 1.010
212 O 27.148 -7.776 -39.692  C210 1.188
213 H 25.115 -5.724 -38.681  N209 1.010
214 H 24.685 -7.282 -39.269  N209 1.010
215 H 28.286 -5.615 -39.024  N211 1.010
216 H 26.721 -5.116 -38.318  N211 1.010

Here are the Mulliken charges for atoms 1 to 99, given in e: -0.75, 0.72, 0.14, -0.74, -0.45, -0.22, -1.24, 0.48, 0.47, -0.67, 0.39, -0.68, -0.53, -0.25, -0.41, 0.38, 0.41, 0.48, 0.45, 0.46, 0.41, 0.39, 0.31, 0.49, -0.67, 0.33, 0.17, -0.94, -0.55, -0.84, -0.40, 0.39, 0.82, -0.69, 0.27, -0.76, -0.31, 0.16, -0.78, 0.68, 0.51, 0.43, 0.38, 0.51, 0.48, 0.46, -0.28, 0.59, -0.67, 0.89, -0.34, -1.28, -0.56, 0.92, -1.31, 0.76, 0.93, -0.80, -0.21, -0.25, -0.66, -0.44, -0.86, 0.24, 0.44, 0.45, 0.35, 0.73, 0.56, 0.35, 0.35, 0.49, -1.98, 1.63, -1.71, -1.43, -0.75, -1.03, 1.92, -1.88, -1.23, 0.75, -0.46, 0.39, 0.21, 0.41, 0.55, 0.52, 0.18, 0.46, 0.27, 0.49, 0.37, -0.07, 0.46, 0.46, 0.37, 0.26, -0.19